# C46H80HgN2O22S9Zn

A structure of composition C46H80HgN2O22S9Zn in a non-equilibrium geometry (ωB97M-V/def2-TZVPD, the OMol25 dataset).

## Properties
E_LUMO in eV: -11.56
HOMO energy in eV: -12.507
Charge: +2
Kohn-Sham gap in eV: 0.94

Cartesian coordinates (Å):
Zn: 5.31780 5.07542 0.54517
Hg: -8.54724 -1.87924 -2.02135
C: 0.64248 -0.08290 0.25104
C: 1.30619 1.15280 0.02367
C: 0.48794 2.38609 -0.60323
O: 1.18494 3.39082 -0.89379
C: -0.89731 2.13209 -0.94309
C: -1.50446 0.89205 -0.68268
C: -0.70720 -0.22399 0.04222
O: -1.17327 -1.36522 0.36037
O: -2.76918 0.78576 -1.03391
O: 2.42178 1.44205 0.42405
H: 1.14826 -0.97142 0.59904
H: -1.45286 2.89718 -1.46501
C: -2.89319 6.58766 -6.71631
C: -1.47351 6.25964 -6.75445
N: -0.30417 6.07678 -6.75352
H: -3.10917 7.31732 -7.49671
H: -3.23640 7.05185 -5.79174
H: -3.45777 5.65940 -6.80402
C: 0.72340 -5.78298 5.94663
C: 1.28611 -5.39102 7.19089
N: 1.77005 -5.05488 8.17010
H: 1.42154 -5.68835 5.11491
H: -0.18910 -5.26795 5.64630
H: 0.45350 -6.82548 6.11526
C: -10.12067 7.26517 -1.97036
C: -8.78041 7.55769 -1.31954
C: -8.14936 6.17985 -0.92656
S: -9.53370 5.36429 -0.06095
O: -9.39194 5.72025 1.31926
O: -9.49674 3.90784 -0.38591
C: -10.87078 6.39189 -0.89901
H: -10.05051 6.79161 -2.94961
H: -10.60230 8.19673 -2.26759
H: -8.87578 8.21532 -0.45553
H: -8.06265 8.04075 -1.98253
H: -7.23183 6.18067 -0.33813
H: -8.00224 5.65533 -1.87066
H: -11.44329 7.09031 -0.28866
H: -11.58990 5.72209 -1.37054
C: 6.91625 1.40394 -6.82919
C: 7.47512 2.48068 -7.73424
C: 7.76075 3.67767 -6.97518
S: 8.18729 3.03419 -5.29682
O: 7.32702 3.62249 -4.28911
O: 9.61545 3.18224 -5.11062
C: 7.67794 1.26444 -5.53576
H: 6.96377 0.48382 -7.41162
H: 5.87858 1.58032 -6.54596
H: 6.74226 2.73603 -8.49961
H: 8.37017 2.01628 -8.14815
H: 6.84424 4.25648 -6.86075
H: 8.66626 4.17045 -7.32918
H: 7.05492 0.97013 -4.69117
H: 8.60232 0.70817 -5.69128
C: 3.61553 -8.90357 -0.60369
C: 4.73289 -9.89031 -0.97646
C: 5.63418 -9.19883 -2.06284
S: 4.61409 -7.92187 -2.94258
O: 4.35301 -8.27882 -4.30090
O: 5.21142 -6.60459 -2.59336
C: 3.09163 -8.25415 -1.92142
H: 4.14417 -8.17918 0.01590
H: 2.86513 -9.28232 0.09026
H: 4.30688 -10.77856 -1.44296
H: 5.21393 -10.36196 -0.11959
H: 5.97893 -9.93141 -2.79262
H: 6.48658 -8.61751 -1.71129
H: 2.58602 -8.99763 -2.53760
H: 2.58784 -7.29281 -1.82083
C: 0.88179 11.07157 -0.13962
C: 1.18089 11.15500 -1.67317
C: 2.66978 11.48338 -2.04236
S: 3.54582 11.24202 -0.41326
O: 4.52191 12.33168 -0.27839
O: 3.95715 9.83507 -0.25393
C: 2.08710 11.60518 0.60928
H: 0.81909 10.03184 0.18153
H: 0.01951 11.66807 0.15828
H: 0.61444 11.97365 -2.11706
H: 0.78308 10.26339 -2.15783
H: 2.72989 12.53855 -2.30899
H: 3.10604 10.89681 -2.85088
H: 2.09081 12.69191 0.69360
H: 2.20022 11.20644 1.61740
C: 9.54440 -4.64739 4.61341
C: 8.42627 -5.02012 3.66082
C: 7.67168 -3.72098 3.29183
S: 8.96992 -2.33840 3.32398
O: 8.53932 -1.28412 4.24978
O: 9.31122 -1.90086 1.95649
C: 10.27397 -3.38618 4.07750
H: 10.31312 -5.41983 4.63563
H: 9.22016 -4.50638 5.64448
H: 7.82261 -5.81753 4.09422
H: 8.71927 -5.48798 2.72096
H: 6.90247 -3.44643 4.01365
H: 7.13456 -3.65113 2.34594
H: 10.94716 -2.83617 4.73508
H: 10.86937 -3.83222 3.28084
C: -5.94673 -11.43803 0.10163
C: -5.56916 -10.54480 1.34116
C: -5.16059 -9.16526 0.91794
S: -5.75393 -8.82945 -0.78320
O: -4.59881 -8.83006 -1.61638
O: -6.72804 -7.73524 -0.72390
C: -6.64872 -10.42891 -0.87562
H: -6.58868 -12.29808 0.29217
H: -5.03758 -11.78281 -0.39098
H: -4.75188 -10.96176 1.92962
H: -6.36635 -10.60219 2.08231
H: -4.08682 -8.97820 0.93035
H: -5.72900 -8.48224 1.54921
H: -6.81826 -10.76379 -1.89895
H: -7.66289 -10.25299 -0.51701
C: -8.03007 0.75005 7.15595
C: -6.49822 0.40950 7.31626
C: -6.08666 -0.31270 5.99892
S: -7.52431 -1.39226 5.47295
O: -7.44936 -2.65549 6.12897
O: -7.54333 -1.41340 3.98978
C: -8.78966 -0.22649 6.25138
H: -7.96371 1.72502 6.67310
H: -8.54290 0.81761 8.11540
H: -6.33845 -0.31308 8.11654
H: -5.87124 1.25899 7.58709
H: -5.12613 -0.81125 5.86873
H: -6.04870 0.46675 5.23794
H: -9.53150 -0.85141 6.74862
H: -9.20708 0.39206 5.45687
C: -1.16131 -0.87788 -7.34318
C: -0.53643 -2.24122 -7.25922
C: -1.51634 -3.17371 -6.62354
S: -3.19596 -2.66772 -7.28417
O: -4.16806 -2.62542 -6.16622
O: -3.43589 -3.43440 -8.52996
C: -2.60964 -0.97743 -7.77062
H: -0.58277 -0.17653 -7.94443
H: -1.16481 -0.32406 -6.40437
H: 0.34277 -2.18346 -6.61752
H: -0.28110 -2.60397 -8.25487
H: -1.62611 -2.91492 -5.57041
H: -1.35063 -4.25099 -6.63341
H: -3.33558 -0.26056 -7.38693
H: -2.72192 -0.99705 -8.85466
C: 1.96009 1.98390 7.09779
C: 2.74030 2.39992 8.39166
C: 3.51755 3.76915 8.03163
S: 2.57171 4.63081 6.69852
O: 3.32258 4.65861 5.39205
O: 1.83585 5.77644 7.17312
C: 1.23237 3.28291 6.63042
H: 1.17408 1.23539 7.19780
H: 2.62933 1.53456 6.36411
H: 3.42185 1.62098 8.73349
H: 2.03236 2.57684 9.20136
H: 4.49945 3.55641 7.60887
H: 3.58414 4.41866 8.90444
H: 0.73253 3.42170 5.67178
H: 0.46370 3.44701 7.38562